Entry 1:
The following is a DFT calculation (ωB97M-V/def2-TZVPD) of 3 unconnected molecules or ions with the total composition C5H16NO2.

Element x y z (Å)
C1 -1.481 -0.890 -1.995
C2 -0.664 0.309 -1.590
C3 0.494 0.030 -0.675
C4 1.735 -0.538 -1.337
C5 2.796 -0.888 -0.623
N1 -1.525 1.410 -0.960
H1 -2.053 -1.294 -1.155
H2 -2.255 -0.581 -2.708
H3 -0.954 -1.656 -2.551
H4 -0.274 0.759 -2.503
H5 0.277 -0.596 0.178
H6 0.801 1.017 -0.309
H7 1.804 -0.579 -2.420
H8 3.644 -1.372 -1.080
H9 2.830 -0.667 0.437
H10 -1.043 2.292 -1.114
H11 -1.464 1.213 0.064
H12 -2.485 1.391 -1.295
H13 -0.683 1.343 2.519
H14 -0.865 -0.025 1.975
O1 -0.620 0.864 1.682
H15 0.306 -1.434 4.116
H16 0.092 -0.131 4.890
O2 0.078 -0.506 4.004

Values from the calculation:
Gap between HOMO and LUMO: 0.360 Ha
Energy: -405.0806 a.u.
ΔE to the lowest compared entry with this formula, charge and spin: 103.7 kJ/mol
Total charge: +1

---

Entry 2:
The following is a DFT calculation (ωB97M-V/def2-TZVPD) of 3 unconnected molecules or ions with the total composition C5H16NO2.

Element x y z (Å)
C1 -2.058 -1.547 -0.633
C2 -0.843 -0.608 -0.546
C3 0.231 -0.899 -1.542
C4 1.384 0.103 -1.591
C5 2.621 -0.307 -1.756
N1 -0.210 -0.991 0.810
H1 -2.671 -1.146 0.211
H2 -2.734 -1.311 -1.363
H3 -1.797 -2.636 -0.525
H4 -1.034 0.480 -0.533
H5 -0.072 -0.789 -2.623
H6 0.724 -1.945 -1.534
H7 1.298 1.139 -1.701
H8 3.433 0.473 -1.863
H9 2.819 -1.331 -1.925
H10 0.514 -0.276 0.923
H11 0.316 -1.900 0.852
H12 -0.823 -0.944 1.585
H13 -0.833 2.796 1.570
H14 -2.423 2.565 1.639
O1 -1.519 2.137 1.619
H15 1.713 1.671 2.232
H16 0.246 1.574 2.946
O2 0.853 1.350 2.239

Values from the calculation:
Gap between HOMO and LUMO: 0.385 Ha
Energy: -405.0531 a.u.
ΔE to the lowest compared entry with this formula, charge and spin: 176.0 kJ/mol
Total charge: +1

---

Entry 3:
The following is a DFT calculation (ωB97M-V/def2-TZVPD) of 3 unconnected molecules or ions with the total composition C5H16NO2.

Element x y z (Å)
C1 1.023 -0.820 1.186
C2 -0.259 -0.710 0.381
C3 -1.186 0.343 0.943
C4 -2.451 0.154 1.268
C5 -3.314 1.201 1.906
N1 1.944 0.315 0.808
H1 1.581 -1.727 0.961
H2 0.861 -0.737 2.251
H3 -0.773 -1.671 0.490
H4 -0.079 -0.640 -0.693
H5 -0.719 1.320 1.064
H6 -2.879 -0.840 1.185
H7 -2.760 1.852 2.559
H8 -4.033 0.730 2.581
H9 -3.930 1.671 1.168
H10 1.494 1.201 1.008
H11 2.237 0.301 -0.199
H12 2.794 0.281 1.369
H13 0.633 -2.029 -3.324
H14 0.409 -0.606 -4.008
O1 0.683 -1.076 -3.210
H15 1.717 -0.049 -2.239
H16 2.990 0.901 -2.479
O2 2.281 0.666 -1.875

Values from the calculation:
Gap between HOMO and LUMO: 0.363 Ha
Energy: -405.1015 a.u.
ΔE to the lowest compared entry with this formula, charge and spin: 49.0 kJ/mol
Total charge: +1

---

Entry 4:
The following is a DFT calculation (ωB97M-V/def2-TZVPD) of 2 unconnected molecules or ions with the total composition C5H16NO2.

Element x y z (Å)
C1 1.652 -0.054 -0.029
O1 2.179 0.912 -0.871
C2 0.115 0.229 0.096
C3 -0.476 -0.537 1.336
C4 -1.347 -1.670 0.849
C5 -0.681 -2.859 0.311
N1 -0.094 1.717 0.213
H1 2.072 0.121 0.961
H2 1.874 -1.067 -0.359
H3 2.483 0.556 -1.720
H4 -0.367 -0.050 -0.843
H5 0.350 -0.859 1.971
H6 -1.133 0.147 1.890
H7 -2.067 -1.929 1.669
H8 -2.124 -1.255 0.153
H9 -1.235 -3.458 -0.427
H10 0.343 -2.731 -0.018
H11 -0.664 -3.707 1.063
H12 -0.073 2.191 -0.745
H13 0.638 2.186 0.759
H14 -0.974 1.925 0.687
H15 0.297 3.074 -2.888
H16 -0.568 4.004 -1.995
O2 -0.202 3.114 -2.063

Values from the calculation:
Multiplicity: 2
Gap between HOMO and LUMO (alpha / beta): 0.484 / 0.155 Ha
Energy: -404.5755 a.u.
ΔE to the lowest compared entry with this formula, charge and spin: 165.8 kJ/mol
Total charge: +2

---

Entry 5:
The following is a DFT calculation (ωB97M-V/def2-TZVPD) of 2 unconnected molecules or ions with the total composition C5H16NS.

Element x y z (Å)
C1 2.787 -0.679 0.928
C2 1.438 -1.261 0.548
C3 0.640 -0.390 -0.406
N1 1.669 -2.598 -0.142
H1 3.380 -1.371 1.517
H2 3.331 -0.379 0.035
H3 2.619 0.233 1.495
H4 0.837 -1.485 1.433
H5 1.248 -0.111 -1.263
H6 0.346 0.510 0.125
H7 -0.260 -0.898 -0.754
H8 2.233 -3.253 0.405
H9 0.782 -3.071 -0.335
H10 2.131 -2.442 -1.040
C4 -1.694 2.591 -0.281
C5 -3.036 1.893 -0.357
S1 -2.947 0.130 0.134
H11 -0.958 2.088 -0.916
H12 -1.310 2.681 0.731
H13 -1.808 3.591 -0.710
H14 -3.758 2.375 0.295
H15 -3.420 1.935 -1.372
H16 -4.251 -0.091 -0.070

Values from the calculation:
Gap between HOMO and LUMO: 0.298 Ha
Energy: -652.7983 a.u.
ΔE to the lowest compared entry with this formula, charge and spin: 40.3 kJ/mol
Total charge: +1

---

Entry 6:
The following is a DFT calculation (ωB97M-V/def2-TZVPD) of 3 unconnected molecules or ions with the total composition C5H16O2.

Element x y z (Å)
C1 2.563 -0.417 -0.379
C2 1.275 -1.221 -0.399
C3 0.003 -0.383 -0.573
C4 -0.383 0.468 0.650
C5 -0.690 -0.372 1.874
H1 3.397 -1.058 -0.125
H2 2.557 0.437 0.305
H3 2.745 0.056 -1.347
H4 1.206 -1.780 0.540
H5 1.309 -1.972 -1.172
H6 0.127 0.254 -1.441
H7 -0.810 -1.075 -0.789
H8 0.489 1.059 0.909
H9 -1.195 1.109 0.323
H10 -1.077 0.255 2.665
H11 -1.297 -1.253 1.700
H12 0.272 -0.690 2.289
H13 0.250 2.353 -1.623
H14 0.892 2.533 -3.002
O1 0.856 2.919 -2.109
H15 -4.195 0.373 0.551
H16 -3.852 -1.067 0.844
O2 -4.442 -0.526 0.308

Values from the calculation:
Gap between HOMO and LUMO: 0.442 Ha
SMILES string: CCCCC.O.O
Energy: -350.5667 a.u.
ΔE to the lowest compared entry with this formula, charge and spin: 41.0 kJ/mol
Total charge: 0

---

Entry 7:
The following is a DFT calculation (ωB97M-V/def2-TZVPD) of 3 unconnected molecules or ions with the total composition C5H16O2.

Element x y z (Å)
C1 -0.164 -1.770 -0.133
C2 -1.474 -1.085 0.295
C3 -1.640 0.252 -0.473
C4 -2.271 1.285 0.484
C5 0.038 -3.165 0.462
H1 -0.110 -1.799 -1.221
H2 0.638 -1.081 0.189
H3 -1.650 -1.049 1.370
H4 -2.273 -1.798 0.012
H5 -2.372 0.149 -1.280
H6 -0.686 0.595 -0.866
H7 -3.302 0.997 0.698
H8 -1.733 1.227 1.431
H9 -2.371 2.255 -0.010
H10 -0.688 -3.376 1.254
H11 -0.046 -3.852 -0.372
H12 0.986 -3.355 0.973
H13 0.965 3.266 -1.075
H14 2.205 3.033 0.011
O1 1.738 3.613 -0.595
H15 3.104 -0.562 0.287
H16 3.580 0.446 -0.611
O2 2.880 0.340 0.061

Values from the calculation:
Gap between HOMO and LUMO: 0.418 Ha
SMILES string: CCCCC.O.O
Energy: -350.5487 a.u.
ΔE to the lowest compared entry with this formula, charge and spin: 88.1 kJ/mol
Total charge: 0

---

Entry 8:
The following is a DFT calculation (ωB97M-V/def2-TZVPD) of 4 unconnected molecules or ions with the total composition C5H16O3.

Element x y z (Å)
C1 -1.250 1.298 0.920
O1 -0.278 2.166 0.872
C2 -0.912 0.097 1.862
C3 0.493 -0.555 1.803
C4 1.018 -0.921 0.424
C5 0.394 -2.141 -0.248
H1 -2.213 1.755 1.176
H2 -1.366 0.888 -0.177
H3 1.893 0.056 -3.202
H4 -0.950 0.591 2.837
H5 -1.610 -0.739 1.896
H6 1.203 0.176 2.200
H7 0.543 -1.433 2.450
H8 0.953 -0.004 -0.149
H9 2.097 -1.078 0.507
H10 1.022 -2.262 -1.139
H11 -0.579 -2.014 -0.716
H12 0.513 -3.034 0.360
H13 0.480 2.032 -0.510
H14 0.099 1.375 -1.792
O2 0.499 2.197 -1.458
H15 1.178 0.238 -3.262
H16 -1.949 0.900 -2.590
O3 -1.279 0.412 -2.066

Values from the calculation:
Gap between HOMO and LUMO: 0.224 Ha
Energy: -425.5382 a.u.
ΔE to the lowest compared entry with this formula, charge and spin: 715.6 kJ/mol
Total charge: 0

---

Entry 9:
The following is a DFT calculation (ωB97M-V/def2-TZVPD) of C5H16OSi3 in the gas phase.

Element x y z (Å)
C1 1.140 -1.899 0.507
C2 0.797 -0.616 0.306
C3 -0.985 2.011 0.108
C4 -2.096 -0.873 0.689
C5 -0.462 0.945 2.780
O1 1.870 0.261 -2.388
Si1 0.863 -0.387 -3.460
Si2 2.151 0.286 -0.796
Si3 -0.638 0.269 1.021
H1 0.475 -2.402 1.137
H2 2.010 -2.454 0.141
H3 -1.562 1.960 -0.807
H4 -1.504 2.735 0.733
H5 -0.061 2.298 -0.233
H6 -1.790 -1.840 0.998
H7 -2.985 -0.701 1.247
H8 -2.278 -0.929 -0.381
H9 -0.723 1.947 3.014
H10 -0.779 0.133 3.410
H11 0.579 0.922 2.897
H12 1.188 -1.823 -3.078
H13 -0.562 -0.187 -2.959
H14 1.364 -0.087 -4.807
H15 2.148 1.822 -0.708
H16 3.532 -0.217 -0.520

Values from the calculation:
Gap between HOMO and LUMO: 0.376 Ha
SMILES string: C=C([SiH2]O[SiH3])[Si](C)(C)C
Energy: -1143.8320 a.u.
ΔE to the lowest compared entry with this formula, charge and spin: 61.0 kJ/mol
Total charge: 0

---

Entry 10:
The following is a DFT calculation (ωB97M-V/def2-TZVPD) of a molecular structure, C5H17BrNO3PSSi2V.

Element x y z (Å)
C1 -2.061 -1.155 -3.737
C2 -2.152 -0.272 -2.495
C3 -0.782 0.219 -2.001
C4 -0.961 1.153 -0.808
O1 0.117 1.157 0.149
Si1 0.014 0.313 1.547
Br1 -0.884 -1.673 1.193
C5 -0.826 1.268 2.911
N1 -1.989 0.556 3.453
O2 1.563 -0.060 2.076
Si2 2.511 -1.335 1.769
P1 4.497 -0.552 2.770
S1 3.964 0.417 4.470
H1 -1.255 -1.889 -3.643
H2 -2.988 -1.709 -3.889
H3 -1.884 -0.569 -4.642
H4 -2.794 0.590 -2.698
H5 -2.604 -0.841 -1.676
H6 -0.177 -0.654 -1.738
H7 -0.308 0.764 -2.842
H8 -1.893 0.902 -0.288
H9 -1.074 2.182 -1.157
H10 -0.052 1.516 3.655
H11 -1.167 2.217 2.487
H12 -1.706 -0.213 4.050
H13 -2.538 1.176 4.038
H14 2.239 -2.540 2.553
H15 2.867 -1.568 0.363
H16 5.203 0.305 1.916
H17 5.383 -1.606 3.036
O3 0.298 0.517 -5.657
V1 1.439 1.383 -5.166

Values from the calculation:
Multiplicity: 2
Gap between HOMO and LUMO (alpha / beta): 0.194 / 0.173 Ha
Energy: -5317.1518 a.u.
Total charge: +2

---

Entry 11:
The following is a DFT calculation (ωB97M-V/def2-TZVPD) of a molecular structure, C5H17HgNOSi2.

Element x y z (Å)
C1 2.104 -1.628 0.398
C2 1.807 -0.225 0.893
C3 1.343 0.779 -0.098
C4 1.889 0.697 -1.538
Si1 -0.565 0.471 -0.617
C5 -1.320 2.090 0.478
N1 -2.636 1.858 0.661
O1 -1.110 -0.911 -0.050
Si2 -2.405 -1.944 -0.522
H1 3.122 -1.680 0.003
H2 1.429 -1.948 -0.398
H3 2.028 -2.365 1.196
H4 1.068 -0.254 1.781
H5 2.673 0.218 1.409
H6 1.448 1.786 0.308
H7 1.560 -0.168 -2.121
H8 2.977 0.622 -1.421
H9 1.628 1.585 -2.113
H10 -0.821 0.657 -2.053
H11 -0.737 2.164 1.394
H12 -1.112 2.910 -0.219
H13 -2.939 1.161 1.337
H14 -3.273 1.872 -0.135
H15 -1.817 -3.146 -1.107
H16 -3.156 -1.118 -1.490
H17 -3.148 -2.165 0.725
Hg1 -0.037 -1.321 3.299

Values from the calculation:
Gap between HOMO and LUMO: 0.148 Ha
Energy: -1062.4136 a.u.
Total charge: +2

---

Entry 12:
The following is a DFT calculation (ωB97M-V/def2-TZVPD) of a molecular structure, C5H17IN2V.

Element x y z (Å)
C1 4.950 -0.084 -1.633
C2 4.622 -1.250 -2.584
H1 4.971 0.858 -2.168
H2 5.956 -0.248 -1.249
H3 4.288 0.028 -0.783
H4 3.583 -1.281 -2.941
H5 5.271 -1.147 -3.470
H6 4.858 -2.220 -2.127
V1 0.477 -0.016 -0.141
C3 0.955 -1.957 -0.642
H7 0.766 -1.976 -1.733
H8 0.295 -2.608 -0.037
H9 2.021 -1.958 -0.350
I1 1.852 1.579 1.155
N1 -0.873 1.020 -1.370
C4 -2.050 1.404 -0.559
C5 -2.428 0.265 0.332
N2 -1.208 -0.173 1.050
H10 -0.472 1.887 -1.731
H11 -1.232 0.510 -2.192
H12 -1.789 2.310 0.015
H13 -2.884 1.596 -1.227
H14 -3.157 0.617 1.055
H15 -2.832 -0.606 -0.191
H16 -1.133 0.421 1.888
H17 -1.432 -1.077 1.445

Values from the calculation:
Multiplicity: 2
Gap between HOMO and LUMO (alpha / beta): 0.228 / 0.271 Ha
Energy: -1551.2463 a.u.
ΔE to the lowest compared entry with this formula, charge and spin: 0.0 kJ/mol
Total charge: +2

---

- What is the formula in the fourth record?
  C5H16NO2

---

- Number 9 is which compound?
  C5H16OSi3

---

- Look up the total charge of the third one.
  +1